Entry 1:
Here is an isolated molecule of C5H14NO2P from the Open Molecules 2025 dataset. Energies are from wB97M-V/def2-TZVPD.

## Properties
- Energy above the lowest of the compared OMol25 structures with the same formula, charge and spin: 83.5 kJ/mol
- SMILES: CC[C@H](N(C)C)P(O)O
- E_LUMO: 0.897 eV
- Net charge: 0
- E_HOMO: -0.3077 Ha

Each line ends with the Mulliken charge.
Element x y z (Å)
1 H -3.5319 -0.4055 -1.4226  0.30
2 H 0.5986 -3.4896 0.9449  0.47
3 H -0.3131 -0.5357 -1.3445  0.51
4 H 0.1410 1.2654 1.8968  0.32
5 H -1.2035 2.1263 -0.0020  0.43
6 H 2.2471 0.9401 -1.1350  0.27
7 H 1.7478 0.7982 1.3412  0.37
8 C 0.5574 -1.2865 0.6960  -0.48
9 H 1.1623 2.4369 1.1325  0.39
10 C 1.2205 1.4074 -1.2890  -1.04
11 C 0.1005 -2.7194 0.4496  -1.52
12 H 0.2879 -1.0266 1.7461  0.32
13 H 1.4068 2.4837 -1.5107  0.25
14 H 0.7159 1.0076 -2.1037  0.44
15 O -2.7114 -0.0064 -1.3009  -0.52
16 C 0.8770 1.4558 1.1149  -1.08
17 H 0.2627 -3.1324 -0.5289  0.39
18 C -0.3432 -0.2155 -0.2576  -0.01
19 H 1.5020 -1.0330 0.4805  0.48
20 N 0.3431 1.0507 -0.1918  -0.21
21 O -2.0789 1.7483 0.3458  -0.51
22 P -2.0549 0.1023 0.2738  0.09
23 H -0.9337 -2.9722 0.6648  0.33

Cartesian forces (eV/Å) of the 6 atoms listed first:
H -2.16 -1.03 0.18
H 1.36 -0.82 1.82
H -0.27 0.04 1.37
H -0.04 0.18 -0.02
H -1.09 -0.94 0.24
H -0.87 0.31 -0.48

---

Entry 2:
Here is a cluster of 2 separate species, C5H14NOP in total from the Open Molecules 2025 dataset. Energies are from wB97M-V/def2-TZVPD.

## Properties
- Energy above the lowest of the compared OMol25 structures with the same formula, charge and spin: 431.1 kJ/mol
- SMILES: C=C(C)C.CNOP
- E_LUMO: 0.858 eV
- Net charge: 0
- E_HOMO: -0.3219 Ha

Each line ends with the Mulliken charge.
Element x y z (Å)
1 O 1.1029 -1.7471 1.3467  -0.24
2 H 3.2542 -1.8496 2.1959  0.02
3 H 0.4543 0.5825 -1.7368  0.25
4 H -1.8881 -0.9828 -2.0467  0.38
5 H -3.2814 0.0006 -2.0545  0.37
6 H -1.5957 2.5822 0.3372  0.27
7 H 1.8511 -3.0920 2.7521  0.02
8 C -1.6390 0.8874 -1.0307  0.91
9 C -2.4445 -0.3472 -1.4085  -1.44
10 H -2.9697 -0.9264 -0.6388  0.40
11 H -2.6111 1.1101 0.7472  0.25
12 C 1.6148 0.4472 0.7794  -0.85
13 C -1.8946 1.5489 0.0510  -0.76
14 H -0.7227 0.8963 -2.8576  0.46
15 H 1.5797 1.2701 0.0667  0.30
16 H -0.2602 2.2726 -2.0692  0.38
17 N 0.5076 -0.4531 0.9275  -0.10
18 H 2.5549 -0.0320 0.3772  0.30
19 H 1.8170 0.5624 1.9143  0.35
20 P 1.8619 -1.7668 2.7629  0.00
21 H 0.1679 -0.7727 0.0477  0.18
22 C -0.4547 1.2326 -1.8929  -1.46

Cartesian forces (eV/Å) of the 6 atoms listed first:
O -1.32 0.67 -1.72
H -0.92 0.35 0.82
H -0.73 0.98 0.45
H 0.70 -0.95 -0.45
H 0.43 -0.04 0.19
H 0.50 -1.09 -0.40

---

Entry 3:
Here is a cluster of 2 separate species, C5H14NOPS in total from the Open Molecules 2025 dataset. Energies are from wB97M-V/def2-TZVPD.

## Properties
- Energy above the lowest of the compared OMol25 structures with the same formula, charge and spin: 152.7 kJ/mol
- SMILES: CN(C)[P@@H](C)=O.CC=S
- E_LUMO (alpha / beta): -0.067 / -0.068 eV
- Net charge: 0
- E_HOMO (alpha / beta): -0.3126 / -0.3126 Ha

Each line ends with the Mulliken charge.
Element x y z (Å)
1 C 2.2279 -0.7975 -0.6384  -0.98
2 C -2.1257 3.5920 1.3417  -0.74
3 H 0.4565 -3.0731 -0.2960  0.30
4 H 2.5914 -1.7603 -0.2820  0.31
5 P 1.0205 -0.2390 0.5754  0.49
6 H 1.7021 -0.9075 -1.5611  0.29
7 C -0.2154 -2.6143 0.5976  -0.83
8 H -2.1302 -1.4293 -0.6290  0.35
9 S -3.1224 2.2066 -0.8631  -0.25
10 H -0.7705 -1.0316 -1.7110  0.32
11 H -2.9384 3.1099 1.9086  0.31
12 H -1.3430 0.1327 -0.6525  -0.11
13 H -1.1488 3.0270 1.5922  0.19
14 H 3.0683 -0.1311 -0.8873  0.35
15 H -1.8876 4.6758 1.5730  0.29
16 H 1.7236 -0.7572 1.7404  0.01
17 O 0.7949 1.2102 0.4207  -0.64
18 N -0.2540 -1.2466 0.3067  0.15
19 C -1.1620 -0.8546 -0.7270  -0.55
20 H -1.2225 -3.0591 0.5517  0.28
21 C -2.2492 3.4838 -0.1526  -0.05
22 H 0.3829 -2.8121 1.5228  0.26
23 H -1.7331 4.3048 -0.7400  0.26

Cartesian forces (eV/Å) of the 6 atoms listed first:
C 0.64 0.23 0.11
C 2.06 0.37 -0.21
H -1.56 0.00 1.83
H 0.18 -0.17 -0.29
P 2.07 -0.07 -0.55
H -0.44 -0.39 -0.78

---

Entry 4:
Here is a cluster of 2 separate species, C5H14NOS in total from the Open Molecules 2025 dataset. Energies are from wB97M-V/def2-TZVPD.

## Properties
- Energy above the lowest of the compared OMol25 structures with the same formula, charge and spin: 204.2 kJ/mol
- E_LUMO: 3.509 eV
- Net charge: -1
- E_HOMO: -0.0884 Ha

Each line ends with the Mulliken charge.
Element x y z (Å)
1 C -0.2761 -1.2321 0.0016  -0.27
2 H 1.8084 2.1898 1.2598  0.31
3 C 2.0026 1.3093 1.8855  -1.18
4 C 1.8864 -1.0703 1.1384  -0.68
5 O -3.2830 1.7661 1.0737  -0.64
6 C 2.7064 0.2387 1.0290  -0.31
7 H -0.3081 -1.5918 -2.2932  0.34
8 H 1.1670 -0.9519 1.9888  0.32
9 H -0.6568 -0.4139 0.5671  0.25
10 H -2.7513 2.1013 0.3428  0.31
11 H -1.8276 -1.6337 -1.4286  0.22
12 H 2.6534 1.6247 2.7523  0.25
13 N 1.1688 -1.3792 -0.1039  -0.45
14 H 1.4568 -0.8396 -0.9474  0.29
15 H 3.7037 0.0319 1.3373  0.37
16 H 2.5885 -1.9485 1.3903  0.31
17 S -1.4251 0.4864 -2.0671  -0.73
18 H -2.7453 1.2669 1.6890  0.29
19 H 1.0227 1.2087 2.2505  0.36
20 H -0.7900 -2.0619 0.5499  0.19
21 C -0.8069 -1.2455 -1.4158  -0.85
22 H 2.6584 0.6668 0.0066  0.28

Cartesian forces (eV/Å) of the 6 atoms listed first:
C -0.08 -2.11 -1.24
H 0.63 0.23 0.15
C 2.38 2.18 0.11
C 0.97 -0.85 -0.55
O -0.86 0.48 0.38
C -2.43 0.10 0.10

---

Entry 5:
Here is a cluster of 2 separate species, C5H14NOS in total from the Open Molecules 2025 dataset. Energies are from wB97M-V/def2-TZVPD.

## Properties
- Energy above the lowest of the compared OMol25 structures with the same formula, charge and spin: 145.4 kJ/mol
- E_LUMO: 3.266 eV
- Net charge: -1
- E_HOMO: -0.0921 Ha

Each line ends with the Mulliken charge.
Element x y z (Å)
1 C -0.2070 0.6878 2.2403  -1.04
2 H 0.6734 2.8710 1.1628  0.40
3 H 1.7821 -0.8238 -2.4736  0.24
4 H -1.0176 2.7859 0.9317  0.35
5 C 1.0808 0.2546 0.2206  -0.75
6 O -2.4052 -2.9588 -0.9622  -0.66
7 H 0.7117 0.4845 2.8059  0.34
8 H -0.8159 -0.2056 2.4470  0.26
9 H -0.7515 1.4983 2.7134  0.35
10 N -0.1337 0.9094 0.8178  0.04
11 H 1.0732 -1.8908 -0.2610  0.37
12 H -2.3959 -2.5344 -0.0989  0.29
13 H 0.2609 0.2673 -2.2549  0.16
14 H 1.6566 -0.1143 1.0671  0.31
15 H 1.5450 0.9413 -0.4786  0.58
16 H -1.6969 -2.4621 -1.4330  0.34
17 H -0.0585 2.5428 -0.5112  0.37
18 S -0.1519 -1.8253 -3.2828  -0.66
19 C 0.6242 -0.9594 -0.6079  -0.33
20 H -0.4492 -1.1307 -0.4890  -0.07
21 C -0.0886 2.3533 0.5561  -1.19
22 C 0.7640 -0.6910 -2.1097  -0.69

Cartesian forces (eV/Å) of the 6 atoms listed first:
C -1.21 -1.06 0.53
H 0.44 0.00 -0.56
H 0.22 0.95 0.29
H -0.25 0.01 -0.17
C -2.15 -1.12 0.21
O 0.23 0.36 0.28

---

Entry 6:
Here is a cluster of 2 separate species, C5H14NOS in total from the Open Molecules 2025 dataset. Energies are from wB97M-V/def2-TZVPD.

## Properties
- Energy above the lowest of the compared OMol25 structures with the same formula, charge and spin: 60.1 kJ/mol
- E_LUMO: 3.627 eV
- Net charge: -1
- E_HOMO: -0.0983 Ha

Each line ends with the Mulliken charge.
Element x y z (Å)
1 H 2.2687 -0.6575 -0.5039  0.25
2 H -0.7969 3.3624 -1.0643  0.22
3 H 0.2969 -1.5716 -0.9891  0.28
4 H -2.4509 1.5572 -0.5096  0.26
5 C 2.3024 -1.7376 -0.3724  -1.03
6 O 0.8811 -3.6000 -0.8497  -0.59
7 C -1.3700 3.2350 -0.1342  -0.52
8 H 0.4026 3.0590 1.1285  0.22
9 H -0.6970 -2.7722 1.0308  0.26
10 H -0.9960 2.1747 1.7437  0.24
11 N -2.6342 2.5499 -0.3882  -0.63
12 H 2.8913 -1.9691 0.5152  0.25
13 H 2.7942 -2.1196 -1.2681  0.33
14 C -0.4664 2.4489 0.8237  -0.58
15 H -3.2279 2.6595 0.4248  0.23
16 H 0.0700 -3.7727 -1.3430  0.31
17 C 0.2574 -2.2397 1.0584  -1.00
18 S 0.1153 0.9240 0.0403  -0.62
19 H -1.6209 4.2289 0.2861  0.34
20 C 0.8596 -2.2438 -0.3332  0.29
21 H 0.2012 -1.2095 1.4174  0.19
22 H 0.8831 -2.7932 1.7723  0.31

Cartesian forces (eV/Å) of the 6 atoms listed first:
H 0.05 0.13 0.34
H -0.32 0.05 0.13
H -0.22 -0.31 0.03
H 0.20 0.00 0.05
C -0.23 0.36 -0.40
O -0.21 -0.11 -0.31

---

Entry 7:
Here is an isolated molecule of C5H14NP from the Open Molecules 2025 dataset. Energies are from wB97M-V/def2-TZVPD.

## Properties
- Energy above the lowest of the compared OMol25 structures with the same formula, charge and spin: 122.5 kJ/mol
- SMILES: CCN=P(C)(C)C
- E_LUMO: 0.835 eV
- Net charge: 0
- E_HOMO: -0.2965 Ha

Each line ends with the Mulliken charge.
Element x y z (Å)
1 H -0.5664 1.8408 2.4496  0.27
2 H -0.7264 2.3754 -0.4805  0.32
3 H -1.0284 -2.6780 -0.7007  0.27
4 H -2.0534 2.4279 0.7057  0.20
5 C -0.2560 1.5594 1.4476  -0.36
6 H 0.8809 1.6479 1.3836  0.22
7 H -0.6009 3.4671 0.7868  0.35
8 C -0.5315 -0.2841 -1.8125  -1.45
9 H 2.4313 -1.0243 0.8169  0.33
10 C -0.3382 -2.5402 0.2336  -1.12
11 H -0.9395 -2.5130 1.0662  0.40
12 P 0.0701 -0.7034 -0.0593  1.12
13 C -0.9293 2.4248 0.5410  -0.97
14 H 0.5625 -3.2132 0.2894  0.31
15 C 1.9624 -0.7148 -0.1376  -1.30
16 H 2.2712 -1.4924 -0.9166  0.37
17 N -0.5788 -0.0387 1.1945  -0.63
18 H -0.0156 -0.8708 -2.5183  0.41
19 H -1.4862 -0.6046 -1.8027  0.45
20 H 2.3630 0.1926 -0.4789  0.41
21 H -0.4907 0.7419 -2.0079  0.38

Cartesian forces (eV/Å) of the 6 atoms listed first:
H 0.13 -0.61 0.26
H 0.34 -0.68 -1.75
H 1.32 -0.74 1.64
H 1.26 -0.18 -0.34
C 2.17 -4.75 0.53
H -1.34 0.08 0.17

---

Entry 8:
Here is an isolated molecule of C5H14NP3 from the Open Molecules 2025 dataset. Energies are from wB97M-V/def2-TZVPD.

## Properties
- 2S+1: 3
- E_LUMO (alpha / beta): 0.622 / -3.347 eV
- Net charge: 0
- E_HOMO (alpha / beta): -0.1517 / -0.2888 Ha

Each line ends with the Mulliken spin population.
Element x y z (Å)
1 C 0.6791 -0.7065 -0.4592  0.15
2 H 1.3041 -1.4361 -2.4138  0.01
3 H 2.8546 -1.0137 3.1296  0.02
4 H 2.8343 -1.5979 1.5182  0.00
5 H 4.1394 -0.5186 1.8545  0.02
6 H 1.5314 0.1940 -2.2302  0.01
7 C 1.5782 -0.7431 -1.6610  0.00
8 H -2.8383 2.3195 -1.0124  0.09
9 N -1.6999 0.3750 -1.4850  0.08
10 C -1.4153 0.4000 -2.9187  -0.01
11 H 2.5987 -1.0542 -1.3949  0.00
12 P -1.1722 -0.8537 -0.3620  0.48
13 H 2.4834 1.3635 2.4645  0.00
14 H 1.0685 -1.5373 0.1730  -0.03
15 C 2.2868 0.5063 1.7589  0.37
16 H -0.3607 0.0776 -2.8964  -0.01
17 H -0.9643 2.5491 -0.5446  0.02
18 P -1.9236 1.5928 -0.3814  0.55
19 H -1.5156 -1.8495 -1.2870  0.12
20 H -2.0769 -0.4050 -3.3642  0.01
21 P 1.0504 0.8768 0.6622  0.16
22 C 3.0543 -0.7217 2.0606  -0.03
23 H -1.7328 1.3797 -3.2634  0.00

Cartesian forces (eV/Å) of the 6 atoms listed first:
C 0.69 -0.41 3.14
H -0.63 -1.27 -0.66
H 0.74 0.28 -0.72
H -0.63 -0.90 -1.08
H -0.68 -0.32 0.67
H 0.65 0.12 0.46

---

Entry 9:
Here is a cluster of 2 separate species, C5H14NS in total from the Open Molecules 2025 dataset. Energies are from wB97M-V/def2-TZVPD.

## Properties
- Energy above the lowest of the compared OMol25 structures with the same formula, charge and spin: 74.3 kJ/mol
- E_LUMO: 4.012 eV
- Net charge: -1
- E_HOMO: -0.0870 Ha

Each line ends with the Mulliken charge.
Element x y z (Å)
1 C 2.4199 -2.1097 -0.8040  -1.03
2 H -3.3091 0.4170 1.7090  0.27
3 H -2.6075 2.7122 0.4900  0.25
4 H 2.7573 -0.5876 1.7159  0.29
5 H 2.6889 -0.0391 -1.2881  0.21
6 H 4.0895 -0.7915 -0.4123  0.32
7 H -3.1069 -0.9957 0.6324  0.24
8 H -4.1365 0.9849 -0.4284  0.21
9 H 1.3445 -1.9651 -0.9547  0.24
10 H -1.7452 0.0614 0.9546  -0.17
11 H -1.3772 1.9195 -0.4973  0.21
12 C -2.8315 0.0511 0.7950  -0.28
13 N -3.1369 0.8229 -0.4118  -0.39
14 C 2.4039 -0.1193 0.7894  -0.73
15 H 2.7642 -2.5721 -1.7342  0.32
16 H -2.7253 2.6477 -1.3254  0.31
17 S 0.6152 0.0707 0.7267  -0.63
18 C 2.9962 -0.7346 -0.5016  -0.38
19 C -2.4448 2.1095 -0.4143  -0.74
20 H 2.4914 -2.7704 0.0622  0.28
21 H 2.8500 0.8882 0.8971  0.20

Cartesian forces (eV/Å) of the 6 atoms listed first:
C -0.95 0.25 -0.17
H -0.14 0.16 0.09
H -0.12 0.12 -0.07
H -0.13 -0.65 -0.19
H 0.35 -0.08 -0.16
H 0.01 0.17 -0.16

---

Entry 10:
Here is a cluster of 3 separate species, C5H14NS in total from the Open Molecules 2025 dataset. Energies are from wB97M-V/def2-TZVPD.

## Properties
- Energy above the lowest of the compared OMol25 structures with the same formula, charge and spin: 480.7 kJ/mol
- E_LUMO: -5.707 eV
- Net charge: +1
- E_HOMO: -0.4684 Ha

Each line ends with the Mulliken charge.
Element x y z (Å)
1 C 0.5149 0.8409 -0.2512  -1.35
2 H 0.0920 1.9029 -0.3732  0.37
3 H 0.8988 -1.9439 -1.8911  0.35
4 H -2.1557 -1.1195 3.6741  0.36
5 H 1.4542 0.8849 0.2947  0.42
6 C -2.6452 -1.2327 2.7193  -0.80
7 H -0.2996 -0.6664 1.5052  0.28
8 H -0.1561 0.2299 -2.1131  0.38
9 H 0.0025 1.0073 2.0306  0.39
10 N 2.4403 1.6188 -2.5749  -0.70
11 C 0.4696 -1.4910 -0.9819  -1.39
12 H -3.7302 -1.3168 2.8455  0.33
13 H -0.3857 -2.0647 -0.8590  0.39
14 H 2.4359 2.3930 -1.8733  0.23
15 H 3.3769 1.4713 -2.9218  0.24
16 C 0.1819 -0.0743 -1.1351  0.70
17 C -0.7646 0.3430 1.6869  -0.23
18 H 1.0481 -1.6910 -0.1213  0.39
19 H 1.8996 2.0487 -3.3520  0.24
20 H -2.3255 -1.8616 1.9387  0.34
21 S -2.3521 0.7212 1.7529  0.05

Cartesian forces (eV/Å) of the 6 atoms listed first:
C -0.48 4.40 1.08
H 0.90 -1.55 -0.26
H 0.23 0.34 0.33
H 0.49 -0.07 -0.22
H -0.40 -0.88 0.60
C -1.77 2.65 -0.70

---

| no. | maximum force (eV Å⁻¹) | total energy (eV) |
| --- | --- | --- |
| 1 | 6.6 | -20285.170 |
| 2 | 3.4 | -18234.038 |
| 3 | 3.9 | -29072.620 |
| 4 | 4.5 | -19784.139 |
| 5 | 2.4 | -19784.748 |
| 6 | 0.8 | -19785.632 |
| 7 | 5.2 | -16189.153 |
| 8 | 3.2 | -34761.115 |
| 9 | 1.1 | -17737.628 |
| 10 | 4.6 | -17726.298 |